[1]
Molecular formula: C11H13BrIN7O2Re
Method: DFT, wB97M-V/def2-TZVPD

Element x y z (Å)
Re 0.28060 -0.31225 -0.21320
N -0.48300 -2.40465 -1.29230
N 0.62100 -2.92395 -2.02680
C 1.78650 -2.25405 -2.08860
N 2.84930 -2.67465 -2.71170
N 1.72050 -1.07355 -1.39540
N 2.70500 -0.18025 -1.19190
O 3.78090 -0.24175 -1.64910
O 2.24580 0.71125 -0.42910
H -0.78760 -3.10195 -0.59710
H -1.28000 -2.26735 -1.93080
H 0.49780 -3.81155 -2.51280
H 2.88140 -3.56005 -3.21070
H 3.71480 -2.12975 -2.74580
Br -0.16870 -0.75315 6.47310
C -0.17330 -0.44615 4.59090
C 0.98000 0.01055 3.93580
C 0.94840 0.15235 2.56490
N -0.13730 -0.13355 1.81240
C -1.26100 -0.51805 2.45250
C -1.32240 -0.68495 3.82190
H 1.88030 0.25225 4.48760
H 1.82710 0.53385 2.05060
H -2.14370 -0.70535 1.84960
H -2.24840 -1.00615 4.28120
I -0.08290 5.60835 -1.34600
C -1.04280 3.68095 -1.28010
C -2.31290 3.49715 -1.83240
C -2.90650 2.24475 -1.71390
C -2.20700 1.21235 -1.11190
N -0.95660 1.37275 -0.64360
C -0.39250 2.58895 -0.69480
H -2.83280 4.29895 -2.34610
H -3.90620 2.07165 -2.09290
H -2.67350 0.23695 -0.99890
H 0.59970 2.71005 -0.26460

Values from the calculation:
strongest force on any atom = 2.30 eV/Å
net charge = +4
expectation value of S² = 0.758
LUMO level (spin up / spin down) = -14.693 / -16.576 eV
2S+1 = 2



[2]
Molecular formula: C11H13F2I
Method: DFT, wB97M-V/def2-TZVPD

Element x y z (Å)
C 2.84430 1.08021 -2.21918
C 2.10693 1.49033 -3.31775
C 2.20724 0.45956 -1.14862
C 0.73769 1.30136 -3.36740
C 0.85495 0.29767 -1.21446
C 0.10827 0.69067 -2.28849
C -2.27946 -0.09713 0.87834
C -1.47755 -1.48592 2.81052
C -0.12620 0.48375 2.02344
C -0.32583 -1.55257 0.62527
C -1.04165 -0.65903 1.58794
F -1.22886 0.50942 -2.33390
F -1.07279 -2.32573 -0.16259
I 1.48530 -2.46722 1.14322
H 3.91454 1.22552 -2.19440
H 2.60509 1.95830 -4.15356
H 2.76604 0.10889 -0.29061
H 0.14531 1.60364 -4.21703
H -2.97569 -0.89549 0.63379
H -2.78244 0.61793 1.52286
H -1.99887 0.40278 -0.04285
H -0.61106 -1.83174 3.37195
H -2.06296 -2.34931 2.50132
H -2.08873 -0.87183 3.46707
H -0.65677 1.15482 2.69378
H 0.75314 0.11028 2.54341
H 0.20007 1.04086 1.14793

Values from the calculation:
strongest force on any atom = 1.49 eV/Å
LUMO level (spin up / spin down) = -0.574 / 0.040 eV



[3]
Molecular formula: C11H13N
Method: DFT, wB97M-V/def2-TZVPD

Element x y z (Å)
C -2.37940 1.32733 0.64954
C -1.04250 0.59851 0.75601
C -1.14792 -0.58002 1.73095
C -0.56667 0.06322 -0.57246
C 0.81965 -0.33486 -0.80971
C 1.87772 0.27649 -0.13593
C 3.18269 -0.10840 -0.37569
C 3.46139 -1.12025 -1.27742
C 2.41978 -1.74103 -1.94792
C 1.11566 -1.34716 -1.72622
C -1.40286 0.59449 -1.98173
N -1.61959 -0.53720 -1.49311
H -2.65667 1.73164 1.62108
H -3.16248 0.65009 0.31838
H -2.31047 2.15148 -0.05789
H -0.30417 1.31068 1.14040
H -0.17748 -1.05259 1.86063
H -1.84132 -1.31809 1.33658
H -1.50497 -0.24255 2.70046
H 1.68503 1.06578 0.57458
H 3.98935 0.38759 0.14540
H 4.48208 -1.42619 -1.45604
H 2.62688 -2.54127 -2.64468
H 0.30392 -1.83048 -2.25079
H -1.54500 1.35162 -2.70311

Values from the calculation:
strongest force on any atom = 5.60 eV/Å
LUMO level = 0.979 eV
SMILES = CC(C)[C@]1(c2ccccc2)C=N1